Entry 1:
{"formula": "C3H6N4", "method": "wB97M-V/def2-TZVPD", "symbols": ["C", "C", "C", "H", "H", "H", "H", "H", "H", "N", "N", "N", "N"], "positions_angstrom": [[0.05, 0.12, -0.45], [-0.99, -0.81, 0.24], [0.31, 0.24, 1.73], [1.18, 0.70, -3.20], [1.94, 0.83, -1.65], [-2.02, -0.50, -0.10], [-0.78, -1.94, 0.06], [-1.60, -0.30, 2.29], [0.73, 0.43, 2.69], [1.05, 1.00, -2.18], [0.01, 0.25, -1.70], [-0.76, -0.61, 1.68], [0.86, 0.60, 0.60]], "smiles": "N/N=C1/CNC=N1", "spin_multiplicity": 1, "total_energy_ev": -9166.8730, "gap_ha": 0.327, "mol_weight_da": 98.1}


Entry 2:
{"formula": "C3H6N4", "method": "wB97M-V/def2-TZVPD", "symbols": ["C", "C", "C", "H", "H", "H", "H", "H", "H", "N", "N", "N", "N"], "positions_angstrom": [[0.43, 1.40, 0.23], [-0.41, -1.51, -0.30], [0.99, -1.67, -0.64], [-0.16, 3.19, 0.41], [1.29, 0.55, 0.30], [-1.27, 1.34, -0.08], [-0.52, -0.40, 1.37], [-0.77, -2.29, 0.18], [-0.92, -1.70, -1.34], [0.61, 2.67, 0.66], [-0.51, 0.83, -0.35], [-0.89, -0.24, 0.31], [2.14, -2.18, -0.72]], "smiles": "[H]/N=C\\NNCC#N", "spin_multiplicity": 1, "total_energy_ev": -9163.1111, "gap_ha": 0.388, "mol_weight_da": 98.1}


Entry 3:
{"formula": "C3H6N4", "method": "wB97M-V/def2-TZVPD", "symbols": ["C", "C", "C", "H", "H", "H", "H", "H", "H", "N", "N", "N", "N"], "positions_angstrom": [[0.40, 0.07, -0.43], [-0.50, -1.04, 1.55], [0.90, -0.66, 1.74], [-0.84, 2.11, -1.93], [-1.10, 0.67, -3.21], [-1.79, -0.24, 0.12], [-1.30, -1.64, 2.08], [1.72, -1.38, 2.41], [2.14, 1.13, 0.56], [-0.77, 0.95, -2.16], [0.48, 0.60, -1.58], [-0.71, -0.49, 0.31], [1.37, -0.07, 0.55]], "spin_multiplicity": 1, "total_energy_ev": -9162.4586, "gap_ha": 0.280, "mol_weight_da": 98.1}


Entry 4:
{"formula": "C3H6N4", "method": "wB97M-V/def2-TZVPD", "symbols": ["C", "C", "C", "N", "N", "N", "N", "H", "H", "H", "H", "H", "H"], "positions_angstrom": [[-2.35, 1.09, 0.10], [0.69, -1.76, 0.21], [-0.95, 0.62, -0.49], [0.18, 1.09, 0.03], [2.38, 1.00, 0.24], [1.34, -0.91, -0.45], [1.28, 0.46, -0.05], [-3.23, 0.74, -0.39], [-2.34, 1.83, 0.87], [0.79, -2.80, -0.08], [0.05, -1.52, 1.06], [-0.98, -0.16, -1.25], [3.14, 0.33, 0.19]], "spin_multiplicity": 1, "total_energy_ev": -9162.4397, "gap_ha": [0.286, 0.264], "mol_weight_da": 98.1}


Entry 5:
{"formula": "C3H6N4", "method": "wB97M-V/def2-TZVPD", "symbols": ["C", "N", "N", "C", "N", "C", "N", "H", "H", "H", "H", "H", "H"], "positions_angstrom": [[0.88, -1.88, 0.48], [-0.10, -0.86, 0.15], [0.19, 2.63, -0.41], [-0.33, 1.38, -0.31], [0.39, 0.43, 0.11], [-1.32, -1.21, -0.18], [-2.38, -1.59, -0.43], [1.08, 2.78, 0.03], [-0.44, 3.41, -0.46], [-1.36, 1.27, -0.68], [1.15, -2.47, -0.40], [1.76, -1.36, 0.86], [0.49, -2.55, 1.25]], "smiles": "CN(C#N)/N=C/N", "spin_multiplicity": 1, "total_energy_ev": -9166.9195, "gap_ha": 0.335, "mol_weight_da": 98.1}


Entry 6:
{"formula": "C3H6N4", "method": "wB97M-V/def2-TZVPD", "symbols": ["C", "C", "C", "H", "H", "H", "H", "H", "H", "N", "N", "N", "N"], "positions_angstrom": [[0.30, 1.99, 0.17], [-0.28, -1.46, -0.03], [0.57, -0.48, 0.42], [-0.52, 2.57, 0.79], [1.36, 1.98, 0.65], [0.35, 2.68, -0.78], [-1.05, 0.49, -1.79], [-0.12, -2.39, 0.47], [2.09, 0.32, 1.48], [0.06, 0.65, -0.26], [-1.20, 0.23, -0.83], [-1.30, -1.14, -0.72], [1.64, -0.60, 1.22]], "smiles": "[H]/N=c1/cn[nH]n1C", "spin_multiplicity": 1, "total_energy_ev": -9165.5477, "gap_ha": 0.329, "mol_weight_da": 98.1}


Entry 7:
{"formula": "C3H6N4", "method": "wB97M-V/def2-TZVPD", "symbols": ["C", "C", "C", "N", "N", "N", "N", "H", "H", "H", "H", "H", "H"], "positions_angstrom": [[1.71, 0.89, 0.28], [-2.10, 0.81, -0.50], [2.06, -0.37, 0.07], [1.16, -1.48, 0.19], [-1.07, -2.01, 0.33], [-0.84, 0.71, -0.55], [-0.10, -1.27, 0.16], [2.56, 1.62, 0.31], [0.73, 1.35, 0.27], [-2.50, 1.85, -0.67], [-2.75, 0.20, 0.08], [3.14, -0.77, -0.04], [-2.00, -1.54, 0.08]], "spin_multiplicity": 1, "total_energy_ev": -9161.6388, "gap_ha": [0.277, 0.288], "mol_weight_da": 98.1}


Entry 8:
{"formula": "C3H6N4O", "method": "wB97M-V/def2-TZVPD", "symbols": ["C", "C", "C", "H", "H", "H", "H", "H", "H", "N", "N", "N", "N", "O"], "positions_angstrom": [[-1.65, -0.15, -0.28], [0.40, 1.09, -0.01], [2.57, 0.04, -0.33], [-2.37, -1.09, 1.57], [-0.51, -0.35, 1.70], [-2.79, -0.49, -1.97], [0.92, 1.97, -0.17], [0.92, -0.69, 0.55], [3.07, 0.99, -0.31], [-1.45, -0.60, 0.93], [-2.66, -0.69, -0.92], [-0.83, 0.91, -0.67], [1.29, 0.22, 0.52], [3.09, -1.18, -0.61]], "smiles": "[H]/N=C(N)\\N=C/NC=O", "spin_multiplicity": 1, "total_energy_ev": -11211.2080, "gap_ha": 0.291, "mol_weight_da": 114.1}


Entry 9:
{"formula": "C3H6N4O", "method": "wB97M-V/def2-TZVPD", "symbols": ["C", "C", "C", "N", "N", "N", "N", "O", "H", "H", "H", "H", "H", "H"], "positions_angstrom": [[1.08, -1.45, 0.42], [0.58, -0.43, -0.53], [-0.43, 1.00, 1.14], [-0.15, -0.96, -1.76], [-1.04, -0.18, -2.04], [-1.17, 0.85, -1.19], [-0.03, 0.80, -0.30], [1.94, -0.69, -0.47], [1.25, -1.16, 1.48], [0.85, -2.47, 0.19], [0.57, 0.96, 1.86], [-0.94, 1.92, 1.26], [-0.95, 0.05, 1.36], [-1.58, 1.76, -1.42]], "smiles": "CN1NN=N[C@]12CO2", "spin_multiplicity": 1, "total_energy_ev": -11211.6229, "gap_ha": 0.349, "mol_weight_da": 114.1}


Entry 10:
{"formula": "C3H6N4O", "method": "wB97M-V/def2-TZVPD", "symbols": ["C", "C", "C", "H", "H", "H", "H", "H", "H", "N", "N", "N", "N", "O"], "positions_angstrom": [[-0.40, 0.30, 2.21], [-0.24, 0.19, -2.21], [1.01, -0.31, -0.53], [0.36, -0.72, 2.31], [0.09, 1.36, 2.01], [-1.31, 0.36, 2.92], [-1.93, 0.84, -0.88], [-0.24, 0.15, -3.57], [1.72, -2.07, -0.08], [0.09, 0.65, -0.18], [-0.86, 1.02, -1.24], [0.79, -0.53, -1.91], [1.60, -1.08, 0.31], [-0.67, -0.16, 0.84]], "spin_multiplicity": 1, "total_energy_ev": -11208.8060, "gap_ha": 0.348, "mol_weight_da": 114.1}


Entry 11:
{"formula": "C3H6N4O", "method": "wB97M-V/def2-TZVPD", "symbols": ["C", "C", "C", "N", "N", "N", "N", "O", "H", "H", "H", "H", "H", "H"], "positions_angstrom": [[-0.98, 0.23, 0.10], [-0.44, -1.13, -0.07], [0.97, -0.89, -0.28], [1.24, 0.47, -0.17], [0.05, 1.18, 0.26], [-1.14, -2.26, -0.08], [-0.07, 2.44, -0.01], [1.88, -1.70, -0.36], [-1.95, 0.41, 0.56], [2.28, 0.63, 0.08], [-1.80, -2.27, 0.59], [-0.53, -3.09, -0.09], [0.50, 3.20, 0.53], [0.00, 2.79, -1.05]], "smiles": "Nc1cn(N)[nH]c1=O", "spin_multiplicity": 1, "total_energy_ev": -11213.0495, "gap_ha": 0.303, "mol_weight_da": 114.1}


Entry 12:
{"formula": "C3H6N4O2", "method": "wB97M-V/def2-TZVPD", "symbols": ["C", "C", "C", "N", "N", "N", "N", "O", "O", "H", "H", "H", "H", "H", "H"], "positions_angstrom": [[0.09, 1.64, -0.24], [1.05, -0.46, -0.54], [0.00, -1.21, 0.37], [0.81, 0.89, -0.86], [-1.07, -0.23, 0.59], [-0.59, 2.64, -0.05], [-2.11, -0.32, -0.06], [-2.99, 0.79, 0.17], [-2.48, -1.16, -0.87], [2.06, -0.77, -0.23], [0.72, -1.07, -1.42], [-0.33, -2.09, -0.22], [0.44, -1.48, 1.38], [-0.37, 3.08, 0.85], [-2.35, 1.64, 0.17]], "smiles": "N=C=NCC/N=[N+](\\[O-])O", "spin_multiplicity": 1, "total_energy_ev": -13258.1643, "gap_ha": 0.384, "mol_weight_da": 130.1}


Going through the records in order, we get max |F| values of 4.294, 12.762, 6.807, 7.756, 0.774, 5.986, 3.267, 10.436, 3.816, 6.230, 7.506, 4.233 eV/Å.
Going through the records in order, we get relative energy (zero: lowest compared OMol25 entry of this formula, charge and spin) values of 191.3, 554.3, 617.3, 619.1, 186.9, 319.2, 696.4, 537.3, 497.3, 769.0, 359.6, 589.1 kJ/mol.